A.
{
  "formula": "C3H6N4O",
  "method": "ωB97M-V with the def2-TZVPD basis set",
  "species": ["H", "N", "C", "N", "C", "N", "C", "N", "O", "H", "H", "H", "H", "H"],
  "xyz": [[-0.113, -3.291, 0.665], [-0.822, -2.532, 0.292], [-0.416, -1.318, 0.061], [0.848, -0.821, 0.447], [0.747, 0.516, 0.424], [1.939, 1.234, 0.641], [-0.322, 0.946, -0.394], [-1.122, 2.049, -0.868], [-0.996, -0.371, -0.662], [1.700, -1.061, 0.960], [1.906, 2.232, 0.099], [2.141, 1.243, 1.657], [-1.586, 1.434, -1.874], [-2.044, 2.031, -0.344]],
  "lowdin_charge": [0.087, 0.083, -0.514, 0.128, -0.381, 0.060, -0.234, 0.024, 0.031, 0.167, 0.172, 0.090, 0.208, 0.080],
  "e_lumo_ev": 0.50,
  "orbital_gap_ev": 8.16,
  "smiles": "[H]/N=c1\\[nH]c(N)c(N)o1"
}



B.
{
  "formula": "C3H6N4O",
  "method": "ωB97M-V with the def2-TZVPD basis set",
  "species": ["H", "N", "C", "N", "N", "C", "C", "N", "O", "H", "H", "H", "H", "H"],
  "xyz": [[-2.956, 0.390, -0.476], [-2.204, -0.203, -1.180], [-1.094, -0.310, -0.546], [0.038, -0.798, -1.232], [1.380, -0.202, -0.739], [1.172, -0.247, 0.826], [0.304, 0.998, 1.039], [-1.007, 0.936, 1.207], [-1.291, -0.528, 0.852], [-0.065, -0.297, -2.279], [2.058, -0.992, -1.010], [1.055, -1.311, 1.103], [1.988, 0.465, 1.391], [0.622, 2.099, 1.044]],
  "lowdin_charge": [0.153, 0.098, -0.603, 0.005, -0.055, -0.155, -0.169, 0.118, -0.130, 0.200, 0.121, 0.123, 0.148, 0.145],
  "e_lumo_ev": 0.25,
  "orbital_gap_ev": 9.08,
  "smiles": "[H]/N=C1/NNCC=NO1"
}



C.
{
  "formula": "C3H6N4O",
  "method": "ωB97M-V with the def2-TZVPD basis set",
  "species": ["C", "N", "N", "N", "N", "C", "C", "O", "H", "H", "H", "H", "H", "H"],
  "xyz": [[-1.223, 0.325, -2.146], [0.052, 0.887, -1.428], [0.085, 0.261, -0.155], [-0.353, 1.181, 0.914], [0.195, 0.586, 2.081], [0.248, -0.665, 1.777], [0.430, -0.985, 0.323], [0.812, -1.789, -0.517], [-1.045, -0.747, -2.423], [-1.479, 1.091, -3.072], [-2.118, 0.418, -1.475], [1.029, 0.578, -1.803], [0.247, 1.961, 0.693], [0.288, -1.439, 2.613]],
  "lowdin_charge": [-0.080, -0.043, -0.161, 0.044, 0.047, -0.078, -0.418, 0.029, 0.069, 0.117, 0.072, 0.160, 0.111, 0.131],
  "e_lumo_ev": 0.28,
  "orbital_gap_ev": 9.66,
  "smiles": "CNn1[nH]ncc1=O"
}



Stability ranking, top entry: A; the second entry is 76.1 kJ/mol less favorable.



A.
{
  "formula": "C4H11NO3",
  "method": "ωB97M-V with the def2-TZVPD basis set",
  "species": ["C", "C", "N", "C", "C", "O", "O", "H", "H", "H", "H", "H", "H", "H", "H", "H", "O", "H", "H"],
  "xyz": [[-2.189, -0.871, -0.589], [-0.956, -0.149, -0.243], [-0.132, -1.201, 0.445], [1.203, -0.635, 0.679], [1.103, 0.599, 1.455], [1.946, 1.387, 1.724], [0.038, 0.586, 2.265], [-2.682, -0.282, -1.537], [-2.716, -0.959, 0.266], [-2.058, -1.936, -0.861], [-1.091, 0.757, 0.265], [-0.394, 0.146, -1.139], [-0.575, -1.383, 1.394], [1.855, -1.328, 1.251], [1.639, -0.459, -0.326], [0.427, 0.932, 3.190], [1.503, 1.405, -2.397], [1.084, 2.213, -2.670], [1.996, 1.177, -3.173]],
  "lowdin_charge": [-0.113, -0.307, -0.069, -0.145, -0.593, 0.122, 0.029, 0.135, 0.021, 0.082, 0.091, 0.101, 0.134, 0.148, 0.128, 0.208, -0.032, 0.032, 0.027],
  "e_lumo_ev": 0.60,
  "orbital_gap_ev": 9.61,
  "smiles": "CCNCC(=O)O.O"
}



B.
{
  "formula": "C4H11NO3",
  "method": "ωB97M-V with the def2-TZVPD basis set",
  "species": ["C", "C", "C", "O", "N", "C", "O", "H", "H", "H", "H", "H", "H", "H", "H", "H", "O", "H", "H"],
  "xyz": [[0.748, 0.374, -0.958], [0.387, -1.063, -0.563], [1.581, -1.959, -0.790], [1.685, -2.734, -1.732], [-0.033, -1.381, 0.873], [-1.177, -0.574, 1.506], [-0.903, 0.804, 1.614], [1.740, 0.550, -0.581], [0.476, 0.490, -2.081], [0.062, 1.223, -0.567], [-0.442, -1.551, -1.081], [2.250, -1.930, 0.160], [0.739, -1.182, 1.431], [-2.046, -0.466, 0.874], [-1.496, -0.969, 2.507], [-0.182, 0.903, 2.222], [-1.446, 3.125, -1.108], [-0.552, 3.342, -1.515], [-1.389, 3.000, -0.213]],
  "lowdin_charge": [-0.053, -0.358, -0.234, 0.059, 0.002, -0.232, -0.079, 0.066, 0.120, 0.065, 0.141, 0.145, 0.047, 0.114, 0.128, 0.074, -0.049, 0.082, -0.037],
  "e_lumo_ev": 0.48,
  "orbital_gap_ev": 10.20,
  "smiles": "C[C@@H](C=O)NCO.O"
}



Stability ranking, top entry: A; the second entry is 67.0 kJ/mol less favorable.



A.
{
  "formula": "C4H11NO3",
  "method": "ωB97M-V with the def2-TZVPD basis set",
  "species": ["C", "N", "C", "O", "C", "C", "O", "H", "H", "H", "H", "H", "H", "H", "H", "H", "O", "H", "H"],
  "xyz": [[-2.056, -2.162, 0.598], [-1.372, -0.924, 0.647], [-0.016, -0.828, 0.701], [0.773, -1.689, 0.414], [0.532, 0.431, 1.415], [1.307, 1.313, 0.435], [2.658, 0.782, 0.271], [-3.008, -2.034, -0.084], [-1.372, -2.743, 0.076], [-2.372, -2.401, 1.709], [-1.841, -0.085, 0.643], [1.037, 0.042, 2.228], [-0.198, 0.912, 2.096], [1.652, 2.343, 0.682], [0.883, 1.655, -0.556], [2.786, -0.123, 0.500], [-1.510, 2.454, -3.618], [-0.517, 2.488, -3.703], [-1.414, 1.518, -3.553]],
  "lowdin_charge": [-0.081, -0.020, -0.493, 0.081, -0.084, -0.209, -0.091, 0.120, 0.048, 0.127, 0.103, 0.093, 0.122, 0.116, 0.121, 0.051, -0.070, 0.063, 0.005],
  "e_lumo_ev": 0.45,
  "orbital_gap_ev": 10.13,
  "smiles": "CNC(=O)CCO.O"
}



B.
{
  "formula": "C4H11NO3",
  "method": "ωB97M-V with the def2-TZVPD basis set",
  "species": ["C", "N", "C", "C", "O", "C", "O", "H", "H", "H", "H", "H", "H", "H", "H", "H", "O", "H", "H"],
  "xyz": [[-0.917, -0.618, -0.530], [-0.884, 0.348, 0.562], [0.337, 1.115, 0.866], [1.647, 0.388, 0.723], [2.540, 0.491, 1.530], [0.332, 2.339, -0.046], [1.422, 3.243, 0.189], [-1.403, -0.193, -1.414], [0.053, -1.027, -0.800], [-1.522, -1.474, -0.259], [-1.338, -0.019, 1.386], [0.279, 1.412, 1.905], [1.817, -0.258, -0.159], [-0.554, 2.949, 0.120], [0.367, 1.983, -1.078], [2.267, 2.764, 0.128], [-3.478, -5.729, -2.383], [-3.461, -5.254, -1.550], [-3.067, -6.586, -2.235]],
  "lowdin_charge": [-0.121, -0.074, -0.304, -0.222, 0.070, -0.204, -0.066, 0.077, 0.058, 0.074, 0.105, 0.152, 0.124, 0.128, 0.121, 0.083, -0.058, 0.026, 0.032],
  "e_lumo_ev": 0.53,
  "orbital_gap_ev": 9.49,
  "smiles": "CN[C@@H](C=O)CO.O"
}



C.
{
  "formula": "C4H11NO3",
  "method": "ωB97M-V with the def2-TZVPD basis set",
  "species": ["C", "C", "C", "O", "N", "C", "O", "H", "H", "H", "H", "H", "H", "H", "H", "H", "O", "H", "H"],
  "xyz": [[0.741, 1.335, -0.130], [-0.693, 1.008, -0.535], [-0.617, 0.138, -1.802], [0.308, 0.105, -2.557], [-1.368, 0.292, 0.578], [-0.767, -1.018, 0.820], [-1.723, -1.786, 1.615], [0.935, 1.954, 0.728], [1.305, 0.421, -0.066], [1.213, 1.996, -0.903], [-1.284, 1.856, -0.845], [-1.579, -0.367, -2.019], [-1.644, 0.749, 1.433], [-0.856, -1.519, -0.162], [0.196, -1.134, 1.340], [-1.613, -1.406, 2.486], [3.317, -0.038, 1.019], [2.499, -0.364, 1.438], [3.443, 0.747, 1.552]],
  "lowdin_charge": [-0.076, -0.325, -0.250, 0.086, -0.019, -0.260, -0.062, 0.072, 0.042, 0.101, 0.140, 0.131, 0.114, 0.124, 0.116, 0.064, -0.058, 0.026, 0.035],
  "e_lumo_ev": 0.42,
  "orbital_gap_ev": 9.69,
  "smiles": "C[C@@H](C=O)NCO.O"
}



D.
{
  "formula": "C4H11NO3",
  "method": "ωB97M-V with the def2-TZVPD basis set",
  "species": ["N", "C", "C", "O", "C", "C", "O", "H", "H", "H", "H", "H", "H", "H", "H", "H", "O", "H", "H"],
  "xyz": [[0.203, 0.538, -1.165], [-0.464, -0.155, -0.053], [0.376, 0.102, 1.219], [1.185, -0.991, 1.587], [-1.855, 0.437, 0.177], [-2.856, 0.194, -0.907], [-3.954, 0.683, -0.979], [-0.172, 0.288, -2.069], [1.203, 0.426, -1.082], [-0.534, -1.234, -0.220], [-0.259, 0.311, 2.078], [0.934, 1.036, 1.074], [1.950, -1.045, 0.988], [-2.223, 0.101, 1.145], [-1.768, 1.527, 0.195], [-2.508, -0.479, -1.729], [3.251, -0.366, -0.084], [4.063, -0.204, 0.416], [3.430, -1.168, -0.591]],
  "lowdin_charge": [0.048, -0.382, -0.243, -0.077, -0.135, -0.273, 0.051, 0.065, 0.044, 0.139, 0.112, 0.124, 0.033, 0.126, 0.136, 0.123, -0.036, 0.075, 0.071],
  "e_lumo_ev": 0.16,
  "orbital_gap_ev": 9.56,
  "smiles": "N[C@@H](CO)CC=O.O"
}



Stability ranking, top entry: D; the second entry is 63.7 kJ/mol less favorable.



A.
{
  "formula": "C4H11NO3",
  "method": "ωB97M-V with the def2-TZVPD basis set",
  "species": ["N", "C", "C", "O", "C", "C", "O", "H", "H", "H", "H", "H", "H", "H", "H", "H", "O", "H", "H"],
  "xyz": [[0.364, -0.834, 0.735], [-0.268, 0.383, 0.161], [-1.648, 0.769, 0.582], [-2.139, 0.300, 1.591], [-0.131, 0.173, -1.386], [1.305, 0.018, -1.811], [1.569, -1.305, -2.325], [0.285, -0.774, 1.759], [-0.156, -1.623, 0.358], [0.433, 1.194, 0.525], [-2.324, 1.333, -0.078], [-0.481, 1.054, -1.937], [-0.790, -0.684, -1.601], [2.030, 0.148, -1.018], [1.652, 0.799, -2.469], [1.178, -1.297, -3.201], [-0.023, -0.138, 3.489], [-0.890, -0.336, 3.113], [0.034, 0.820, 3.514]],
  "lowdin_charge": [0.064, -0.362, -0.197, 0.031, -0.148, -0.270, -0.068, 0.034, 0.086, 0.164, 0.129, 0.110, 0.128, 0.109, 0.107, 0.075, -0.060, 0.018, 0.049],
  "e_lumo_ev": 0.65,
  "orbital_gap_ev": 10.17,
  "smiles": "N[C@H](C=O)CCO.O"
}



B.
{
  "formula": "C4H11NO3",
  "method": "ωB97M-V with the def2-TZVPD basis set",
  "species": ["C", "N", "C", "C", "C", "O", "O", "H", "H", "H", "H", "H", "H", "H", "H", "H", "O", "H", "H"],
  "xyz": [[1.613, 0.072, -0.014], [0.484, 0.488, 0.830], [-0.735, 0.656, 0.024], [-1.036, -0.494, -0.956], [-0.516, 2.056, -0.615], [0.237, 2.340, -1.494], [-1.165, 2.923, 0.212], [2.521, -0.255, 0.447], [1.773, 0.999, -0.572], [1.444, -0.620, -0.814], [0.418, -0.171, 1.578], [-1.629, 0.807, 0.684], [-1.292, -1.439, -0.472], [-1.819, -0.141, -1.654], [-0.233, -0.682, -1.678], [-0.854, 3.825, 0.050], [0.145, -3.272, 1.186], [-0.399, -3.460, 1.955], [1.043, -3.634, 1.301]],
  "lowdin_charge": [-0.121, -0.052, -0.305, -0.053, -0.480, 0.120, 0.088, 0.074, 0.072, 0.053, 0.089, 0.150, 0.072, 0.087, 0.065, 0.123, -0.065, 0.033, 0.049],
  "e_lumo_ev": 0.59,
  "orbital_gap_ev": 9.38,
  "smiles": "CN[C@H](C)C(=O)O.O"
}



Stability ranking, top entry: B; the second entry is 63.0 kJ/mol less favorable.